(1)
# C10H15BrOSi

A structure of composition C10H15BrOSi at a distorted geometry (wB97M-V/def2-TZVPD, the OMol25 dataset).

relative energy (zero: lowest compared OMol25 entry of this formula, charge and spin)	2.163	eV
M	259.22	g/mol
gap between HOMO and LUMO	8.5	eV
lowest unoccupied orbital energy	0.74	eV
charge	0

Positions of all 28 atoms, in Å:
C: -4.012 2.499 0.712
H: -1.116 -2.510 -2.254
H: 2.256 3.048 -0.309
Br: -1.922 -0.775 0.755
H: 2.663 -1.737 1.198
H: -3.812 3.508 1.047
H: 4.450 -0.152 1.404
C: -0.283 -1.695 -2.188
C: 1.443 -0.296 0.221
H: 4.209 2.292 0.790
H: -0.796 -0.811 -2.756
H: -4.864 2.631 -0.044
H: 0.319 1.655 -0.439
C: -2.844 1.044 -0.785
H: -4.093 1.811 1.617
C: 3.571 0.283 1.075
H: -0.080 -4.142 -0.053
C: 2.607 -0.651 0.832
Si: -0.012 -1.513 -0.283
H: -3.857 0.587 -0.816
H: -0.237 -3.110 1.401
H: 1.398 -3.295 0.531
H: 0.585 -2.108 -2.709
O: -2.860 2.047 0.014
C: 1.244 1.079 -0.027
C: 0.301 -3.230 0.417
C: 3.470 1.558 0.560
C: 2.271 1.983 0.087

(2)
# C10H15Cl2LaNS

A structure of composition C10H15Cl2LaNS at a distorted geometry (wB97M-V/def2-TZVPD, the OMol25 dataset).

relative energy (zero: lowest compared OMol25 entry of this formula, charge and spin)	0.043	eV
M	391.12	g/mol
gap between HOMO and LUMO	4.0	eV
lowest unoccupied orbital energy	2.02	eV
charge	-1

Positions of all 30 atoms, in Å:
C: -0.466 0.093 -3.559
H: 1.868 -0.989 4.421
Cl: 0.743 -2.715 0.165
C: 0.627 -0.382 -2.609
C: -0.006 -0.896 5.618
H: -1.380 2.094 -1.961
C: 2.286 -0.003 -0.685
H: -1.945 0.040 2.780
H: -0.206 1.092 -3.926
H: -2.592 1.181 -1.106
H: 2.955 0.851 -0.489
H: -0.733 0.762 0.360
H: 1.605 -0.453 -3.082
C: 0.763 0.508 -1.343
C: -1.781 0.145 -2.809
H: 2.715 -0.837 -1.258
H: -0.539 -0.577 -4.423
C: 0.790 -0.820 4.502
C: -0.517 0.649 -0.730
C: -1.245 -0.253 3.559
H: 0.337 -1.167 6.608
N: 0.076 -0.473 3.342
C: -1.625 1.079 -1.612
Cl: 2.087 2.145 1.696
H: 0.357 -1.376 -2.236
La: 1.028 -0.261 1.084
H: 1.092 1.509 -1.657
H: -1.988 -0.854 -2.422
H: -2.626 0.398 -3.448
S: -1.682 -0.490 5.223

(3)
# C10H15ClOSi

A cluster of 2 separate species, C10H15ClOSi in total at a distorted geometry (wB97M-V/def2-TZVPD, the OMol25 dataset).

relative energy (zero: lowest compared OMol25 entry of this formula, charge and spin)	5.131	eV
M	214.77	g/mol
gap between HOMO and LUMO (spin up / spin down)	6.6 / 6.6	eV
lowest unoccupied orbital energy (spin up / spin down)	-1.17 / -1.16	eV
charge	0

Positions of all 28 atoms, in Å:
H: -2.983 1.622 1.570
H: 3.225 0.567 -0.126
C: -1.711 -1.653 2.653
H: -3.699 0.486 2.618
H: 2.549 2.110 -0.990
H: -1.248 -2.415 2.007
C: -2.743 0.853 2.363
H: 2.417 -1.706 -2.142
Si: 1.038 0.176 -1.312
H: -0.970 0.531 -2.618
H: -2.480 1.473 3.282
C: -1.729 -0.235 1.985
H: 0.769 -2.217 -2.319
C: 1.485 -1.628 -1.640
Cl: -3.030 -1.028 -0.016
H: -2.828 -1.836 2.762
C: 2.327 1.220 -0.470
O: -1.200 -3.397 -2.503
C: -0.052 -0.136 0.146
C: -1.647 -2.688 -1.654
H: -0.380 2.113 -2.034
C: -0.792 -0.006 1.105
H: 1.910 1.436 0.618
H: -1.019 -1.718 3.582
C: -1.841 -1.538 -1.079
H: 0.348 1.492 -3.413
C: -0.080 1.159 -2.454
H: 1.569 -2.012 -0.644

(4)
# C10H15F3LiNO8

A structure of composition C10H15F3LiNO8 at a distorted geometry (wB97M-V/def2-TZVPD, the OMol25 dataset).

M	341.16	g/mol
gap between HOMO and LUMO	6.1	eV
lowest unoccupied orbital energy	-1.14	eV
charge	0

Positions of all 38 atoms, in Å:
O: 2.487 -3.377 -0.867
C: -2.501 1.844 -1.954
H: 4.643 -4.906 -1.066
O: 0.960 2.880 3.188
H: -2.097 2.663 3.609
C: -4.262 2.800 -0.852
H: -0.119 -3.058 -0.605
C: 4.146 -5.331 -0.197
C: 1.369 2.841 -0.838
H: -1.051 -4.243 -1.551
C: 2.062 -4.504 -0.802
O: -1.394 2.572 -1.967
H: 0.239 0.150 0.228
F: -5.355 3.474 -1.019
O: 0.801 -4.877 -1.033
F: -3.448 3.422 0.027
C: 0.882 0.281 -0.647
H: 4.242 -4.657 0.652
C: -0.069 -3.806 -1.395
H: 2.390 2.523 -0.634
O: -3.629 2.650 -2.041
H: 4.579 -6.296 0.044
N: -0.340 1.531 -2.122
H: 0.982 3.341 0.056
O: -0.076 0.923 3.623
Li: -2.267 1.157 0.502
H: 1.376 3.553 -1.662
H: 1.927 0.187 -0.354
O: -2.578 0.655 -1.797
C: 0.601 1.623 -1.246
F: -4.537 1.619 -0.258
H: 0.668 -0.490 -1.390
H: -1.395 2.654 5.226
C: -1.207 2.934 4.190
O: 2.765 -5.585 -0.482
H: -1.076 4.015 4.140
H: 0.258 -3.338 -2.323
C: 0.024 2.178 3.618

(5)
# C10H15N

A cluster of 2 separate species, C10H15N in total at a distorted geometry (wB97M-V/def2-TZVPD, the OMol25 dataset).

relative energy (zero: lowest compared OMol25 entry of this formula, charge and spin)	4.330	eV
structure (SMILES)	c1ccncc1.C1CCCC1
M	149.24	g/mol
gap between HOMO and LUMO	9.3	eV
lowest unoccupied orbital energy	0.75	eV
charge	0

Positions of all 26 atoms, in Å:
H: -1.565 -0.032 0.053
C: -0.622 -0.019 -1.457
C: -1.120 -0.282 1.007
C: -1.323 0.555 2.100
H: -0.765 -0.860 -0.834
H: 0.091 0.654 -3.314
H: -1.933 1.447 1.987
C: -0.397 -1.451 1.207
H: 0.029 -1.124 -3.290
C: 0.094 -1.731 2.477
H: 2.515 0.403 -2.708
C: 0.325 -0.226 -2.598
H: -0.209 -2.119 0.374
N: -0.849 0.314 3.326
H: 2.077 1.906 -0.542
C: 1.665 0.078 -1.946
H: 1.966 -0.647 -1.141
C: 1.222 1.369 -1.194
C: -0.104 1.015 -0.509
H: -0.012 0.854 0.583
H: -1.643 0.342 -1.620
C: -0.157 -0.811 3.508
H: 0.660 -2.633 2.708
H: 0.233 -0.975 4.516
H: 0.741 2.141 -1.993
H: -0.920 1.832 -0.699

(6)
# C10H15N

A cluster of 2 separate species, C10H15N in total at a distorted geometry (wB97M-V/def2-TZVPD, the OMol25 dataset).

relative energy (zero: lowest compared OMol25 entry of this formula, charge and spin)	3.354	eV
structure (SMILES)	c1ccncc1.C1CCCC1
M	149.24	g/mol
gap between HOMO and LUMO	10.1	eV
lowest unoccupied orbital energy	0.88	eV
charge	0

Positions of all 26 atoms, in Å:
H: -1.871 1.969 2.591
C: 0.420 -0.347 1.236
H: -1.188 0.218 -1.351
H: 1.858 -1.850 -3.537
C: 0.174 -1.040 -2.212
H: -0.342 -1.963 2.513
H: 3.225 0.005 -3.425
C: 1.396 -1.088 -2.855
N: 1.805 1.235 -2.657
C: -0.208 0.128 -1.634
C: -0.745 -1.230 1.682
C: -1.914 -0.323 1.990
C: -1.324 1.280 1.877
H: -2.783 -0.510 1.421
H: 0.994 1.518 1.697
H: 0.178 0.701 3.161
H: 0.518 -0.105 0.136
H: -0.340 -1.991 -2.045
H: -0.990 -1.901 0.892
H: 1.511 -0.590 1.644
H: -2.161 -0.229 3.106
C: 0.217 0.955 2.039
C: 2.197 0.066 -2.918
H: -1.386 1.647 0.854
H: 0.135 2.262 -2.203
C: 0.622 1.184 -2.001

(7)
# C10H15N4

The ion C10H15N4 with charge +1 (wB97M-V/def2-TZVPD, the OMol25 dataset).

relative energy (zero: lowest compared OMol25 entry of this formula, charge and spin)	1.205	eV
structure (SMILES)	NC(=[NH2+])N(N)C/C=C/c1ccccc1
M	191.26	g/mol
gap between HOMO and LUMO	8.8	eV
lowest unoccupied orbital energy	-2.69	eV
charge	+1

Positions of all 29 atoms, in Å:
H: 5.308 -1.130 0.189
H: 3.745 1.989 0.758
H: 0.916 1.273 0.718
H: 5.263 1.137 0.888
H: -0.522 -1.316 0.989
N: 4.296 1.154 0.613
H: -4.423 1.437 -1.766
H: -4.937 -0.481 2.015
C: 1.574 -0.989 -0.601
H: 3.856 -1.920 -0.276
C: -0.791 -0.766 0.093
N: 4.319 -1.080 0.022
C: -4.827 0.534 0.130
H: 1.477 1.844 -0.726
H: 1.608 -1.788 0.147
H: -2.603 -1.232 1.950
C: 3.658 0.069 0.185
C: -2.707 0.429 -0.994
C: -3.001 -0.645 1.135
N: 1.752 1.399 0.150
C: -2.173 -0.325 0.055
H: -5.851 0.873 0.157
C: -4.315 -0.221 1.172
C: -4.020 0.853 -0.953
C: 0.156 -0.566 -0.825
H: -2.094 0.682 -1.845
N: 2.361 0.160 -0.097
H: -0.047 -0.039 -1.745
H: 2.023 -1.336 -1.538

(8)
# C10H15N5

A cluster of 5 separate species, C10H15N5 in total at a distorted geometry (wB97M-V/def2-TZVPD, the OMol25 dataset).

relative energy (zero: lowest compared OMol25 entry of this formula, charge and spin)	0.807	eV
structure (SMILES)	CC#N.CC#N.CC#N.CC#N.CC#N
M	205.27	g/mol
gap between HOMO and LUMO	11.8	eV
lowest unoccupied orbital energy	0.16	eV
charge	0

Positions of all 30 atoms, in Å:
C: 1.152 0.930 2.622
C: 0.065 0.076 -3.208
H: -1.203 -1.153 1.523
H: 2.459 -1.666 1.257
C: -1.838 -1.430 -0.464
H: -0.061 0.734 -4.064
H: -2.460 3.099 -0.648
N: 5.082 -3.340 1.880
C: 0.374 0.845 -1.998
N: -2.638 -1.318 -1.281
C: -2.881 2.118 -0.851
C: -4.240 2.222 -1.379
H: -0.866 -0.471 -3.057
H: 0.876 -0.628 -3.385
C: 2.658 -2.730 1.145
H: 2.336 2.514 1.943
H: 1.908 -3.242 1.747
H: -2.905 1.537 0.070
N: -5.308 2.303 -1.797
H: 0.693 2.387 1.266
C: -0.809 -1.502 0.569
H: -0.430 -2.507 0.734
H: 0.863 2.984 2.917
C: 1.295 2.320 2.174
H: 0.011 -0.842 0.291
H: 2.526 -3.041 0.109
C: 4.012 -3.068 1.575
H: -2.257 1.584 -1.561
N: 0.561 1.462 -1.047
N: 1.025 -0.175 2.920